[1]
110
Properties=species:S:1:pos:R:3:forces:R:3:mulliken_charge:R:1 method="wB97M-V/def2-TZVPD" lumo_energy_ev=-2.55 charge=+1 energy_ev=-79228.6944 molar_mass_g_mol=748.70 orbital_gap_ev=8.923
C 4.92920 -4.16432 3.17683 -0.5 0.8 -0.1 -1.153
C 4.38427 -3.46081 1.86779 0.2 -0.3 1.4 0.151
O 3.51907 -4.31240 1.11522 0.1 0.8 -0.5 -0.324
C 3.83668 -4.32194 -0.28447 0.5 -1.0 -0.5 -0.361
C 2.64404 -4.80010 -1.15014 1.0 -0.5 0.7 -0.810
O 1.93159 -3.74015 -1.75943 -0.5 -0.3 0.1 0.086
C 0.96856 -4.27016 -2.66791 -0.1 0.4 -0.6 -0.889
C -0.15147 -3.22642 -2.96953 1.0 -1.7 1.0 0.395
O 0.51283 -2.08880 -3.50708 -1.4 0.6 0.5 -0.428
C -0.13275 -0.84189 -3.24101 0.8 -1.8 -1.4 -0.852
N 0.80106 -0.03208 -2.42689 -2.6 1.3 1.3 1.278
C 0.39063 0.23945 -1.13031 1.3 1.3 -0.2 -1.113
N -0.48392 -0.39563 -0.39975 -0.3 -0.6 0.1 1.379
C -0.77587 0.04244 0.98765 -0.5 0.4 1.1 -0.928
C -1.72982 -0.86904 1.80798 0.0 0.4 -0.1 -0.275
C -3.09145 -1.19140 1.12686 -0.5 0.0 0.9 -0.274
C -4.03249 -1.89516 2.19446 0.8 0.0 -0.3 -0.867
S -4.10822 -3.73426 1.96327 0.6 0.2 0.3 -0.163
C -2.38255 -4.09288 1.69820 0.1 0.0 -1.9 0.303
N -1.87742 -4.29023 0.47919 -1.1 0.5 2.1 -0.506
N -0.57859 -4.48635 0.69863 3.6 -0.6 -1.2 0.143
C -0.22875 -4.42595 1.95297 -2.9 0.3 -1.9 -0.047
O -1.41267 -4.17608 2.60759 0.3 0.1 2.5 -0.321
N 1.04221 1.31783 -0.45100 -0.3 -2.1 -1.4 -0.052
C 2.18794 1.81865 -1.20780 1.1 3.2 1.4 0.189
C 2.66157 3.13626 -0.47864 -0.6 0.5 -0.5 -0.916
C 4.01075 3.68134 -1.02386 0.1 1.0 -0.1 0.567
C 3.94157 5.22257 -1.30402 0.1 -1.5 0.5 -1.364
F 5.06698 3.53073 -0.10056 -0.7 -0.3 -0.3 -0.365
O 3.27466 0.93843 -1.25996 -1.2 0.0 0.6 -0.173
B 3.61425 0.35716 -0.01044 -0.4 -1.3 0.5 0.566
O 3.17810 -0.97071 0.20713 0.2 1.1 0.0 -0.202
O 4.34015 0.96718 0.98747 0.3 -0.4 -1.5 -0.679
O 1.71937 2.23685 -2.45319 0.0 -1.0 0.3 -0.430
C 1.18685 1.17240 -3.20817 1.9 0.9 -2.1 -0.597
C 2.29580 0.73322 -4.24445 -0.8 -0.5 0.7 -0.564
O 2.93431 1.88541 -4.79178 -1.0 -0.3 1.0 -0.197
O 4.04146 1.38301 -5.47726 0.9 -0.3 -0.7 -0.441
H 4.57936 -5.20780 3.27539 0.5 0.4 -0.3 0.302
H 6.02832 -4.05213 3.21348 -0.5 -0.5 0.1 0.295
H 4.52836 -3.61683 4.06042 0.3 -0.4 -0.5 0.309
H 3.79202 -2.58968 2.22693 0.5 -0.3 -0.7 0.016
H 5.26587 -3.14493 1.27555 -0.7 0.0 0.1 0.338
H 4.63086 -5.10164 -0.41540 -0.4 0.5 0.0 0.346
H 4.29025 -3.37425 -0.64611 -0.7 -0.3 0.3 0.162
H 2.00544 -5.41816 -0.48189 0.0 0.4 -0.4 0.330
H 3.06113 -5.50621 -1.91045 -0.3 0.6 0.2 0.383
H 0.55163 -5.21338 -2.26259 -0.1 0.5 -0.3 0.456
H 1.47253 -4.47014 -3.64267 -0.2 -0.1 0.5 0.298
H -0.87528 -3.70674 -3.66105 0.4 0.5 0.1 0.356
H -0.67930 -3.05662 -2.00511 0.2 0.4 -0.4 -0.294
H -0.26060 -0.38941 -4.24972 0.1 0.2 0.9 0.598
H -1.15221 -0.95584 -2.82687 0.6 0.1 0.2 0.099
H -0.98055 -1.20035 -0.77398 0.0 0.2 0.1 -0.279
H -1.22477 1.06164 0.96297 0.2 -0.6 -0.2 0.207
H 0.17601 0.13542 1.54869 -0.4 -0.1 -0.5 0.465
H -1.16008 -1.77041 2.11721 -0.5 0.3 -0.3 0.110
H -1.96637 -0.30793 2.75815 0.5 -0.3 -1.0 0.128
H -3.64616 -0.27074 0.83312 0.7 -0.3 0.1 0.374
H -2.96837 -1.81054 0.21248 -0.2 0.2 0.6 0.099
H -5.06345 -1.48577 2.15732 0.5 -0.6 -0.2 0.486
H -3.67078 -1.73201 3.22894 -0.1 0.1 -0.6 0.325
H 0.76860 -4.52352 2.40377 -0.9 0.1 0.0 0.452
H 0.35427 2.04734 -0.26788 0.4 0.0 0.3 0.517
H 2.63066 3.03271 0.62648 0.4 -0.2 -0.7 0.540
H 1.89851 3.91725 -0.71640 0.4 -0.6 0.1 0.608
H 4.31469 3.13136 -1.93413 -0.2 0.2 0.4 0.068
H 4.96558 5.51742 -1.59649 -0.7 0.2 0.0 0.398
H 3.66382 5.69285 -0.33580 0.1 0.0 -0.8 0.331
H 3.18540 5.39031 -2.09196 0.5 0.2 0.4 0.328
H 2.22689 -0.99650 0.36982 0.2 -0.4 -0.2 0.167
H 5.01848 0.32567 1.25661 -0.3 0.3 0.6 0.304
H 0.35068 1.60598 -3.80423 0.2 -0.4 0.8 0.535
H 1.77918 0.16205 -5.04584 0.6 0.1 0.3 0.451
H 3.01496 0.10523 -3.67290 -0.3 0.3 -0.6 0.260
H 4.75667 1.38782 -4.81789 -0.2 0.1 0.0 0.355
C -5.23734 2.44327 -4.15408 -0.1 0.1 -0.2 -1.439
C -3.92397 2.82994 -3.48187 -0.3 -0.3 0.1 0.051
C -2.83016 1.75509 -3.60494 0.2 0.3 0.0 -0.371
O -2.99816 0.63818 -2.73877 0.2 -0.1 -0.2 0.169
C -3.91484 -0.34221 -3.21018 0.0 -0.1 0.3 -0.993
N -4.19075 3.17406 -2.08039 0.4 -0.1 0.0 -0.713
H -5.81097 1.72438 -3.56820 0.1 0.0 0.0 0.298
H -5.86849 3.32335 -4.27992 0.1 0.0 0.1 0.374
H -5.06210 2.01640 -5.14412 0.0 0.0 0.0 0.342
H -3.55404 3.72705 -3.98704 0.1 -0.1 0.0 0.497
H -1.87784 2.21141 -3.31223 0.0 0.0 0.1 -0.148
H -2.70956 1.42215 -4.64374 -0.1 -0.1 0.0 0.546
H -3.89048 -0.43697 -4.29837 0.0 0.1 0.0 0.361
H -4.92561 -0.11154 -2.87184 -0.1 -0.1 -0.2 0.229
H -3.63461 -1.30320 -2.77169 0.1 0.0 0.0 0.274
H -3.33506 3.53050 -1.66063 -0.1 0.2 0.0 0.272
H -4.35994 2.30356 -1.58016 -0.2 0.1 0.0 0.287
C -0.58183 2.45946 5.02490 0.2 0.0 -0.1 -1.430
C -1.95396 2.81965 4.46308 0.1 -0.2 0.4 0.204
C -2.85484 3.56321 5.46321 -0.2 0.1 -0.2 -0.762
O -3.42816 2.73707 6.45958 0.2 0.2 -0.1 -0.381
C -2.57573 2.44707 7.55666 -0.2 -0.2 0.1 -0.636
N -2.59967 1.59749 3.96212 -0.2 0.1 -0.1 -0.453
H -0.61868 1.60550 5.70161 -0.1 0.0 0.0 0.313
H 0.10035 2.19178 4.21448 0.0 0.0 0.0 0.217
H -0.14337 3.30265 5.56154 0.0 0.0 0.0 0.399
H -1.78871 3.49033 3.61369 -0.1 0.0 0.0 0.374
H -3.69985 3.98035 4.90795 0.0 -0.1 0.0 0.350
H -2.33229 4.41323 5.91822 0.1 -0.1 0.0 0.447
H -1.91671 3.28528 7.79667 0.0 0.0 -0.1 0.300
H -1.98891 1.54774 7.35699 0.2 0.1 0.1 0.222
H -3.20466 2.24221 8.42311 0.0 0.1 -0.1 0.262
H -3.46780 1.85702 3.49833 0.0 0.0 0.0 0.249
H -2.91147 1.06686 4.77448 0.1 0.0 0.0 0.303

[2]
79
Properties=species:S:1:pos:R:3:forces:R:3:mulliken_charge:R:1 method="wB97M-V/def2-TZVPD" spin_multiplicity=5 relative_energy_kj_mol=301.7 lumo_energy_ev="-11.88 / -15.21" charge=+4 energy_ev=-78129.8243 molar_mass_g_mol=611.04 orbital_gap_ev="6.700 / 3.420"
Pd -0.80456 0.64336 0.39287 0.1 -0.7 0.7 -0.279
P -2.60699 -0.77983 0.37065 -1.4 -0.7 0.2 1.235
P 0.70607 -1.05432 1.12403 0.8 0.5 0.9 0.974
P 1.85708 -2.52985 -4.36460 0.5 -0.4 -0.4 0.799
H -0.75191 3.73044 -3.53371 -0.2 -0.7 0.2 0.279
C -1.04579 2.68252 -3.72524 -0.3 0.4 -0.6 -0.810
C -1.75695 1.92322 -2.84727 -0.6 0.0 -1.1 -0.078
H -2.25315 2.31036 -1.95265 0.6 0.2 0.0 0.389
C -4.07570 -0.05664 1.20375 0.2 -0.1 -0.3 -1.240
C -2.39340 -2.44285 1.12762 -0.1 0.3 -0.1 -1.268
C -3.09149 -1.16142 -1.35450 0.1 0.2 0.1 -1.098
C 2.39724 -0.34550 1.13877 -0.1 0.0 -0.2 -0.877
C 0.38172 -1.36850 2.90619 0.1 -0.4 -0.3 -1.248
C 1.02973 -2.62631 0.25415 -0.3 -0.1 0.0 -1.227
C 2.02462 -2.31850 -6.13534 -0.1 0.1 -0.2 -1.084
C 0.78731 -3.91065 -3.99930 -0.7 0.0 0.3 -0.975
C 3.42275 -2.63448 -3.50950 0.2 0.2 0.2 -0.991
H -0.87847 2.38807 -4.79153 -0.1 -0.1 1.1 0.390
H -2.14639 0.94378 -3.15367 0.5 0.4 -0.1 0.268
H -4.16246 1.00737 0.92376 -0.1 -0.5 0.1 0.360
H -3.93538 -0.14498 2.28973 -0.2 0.0 -0.5 0.385
H -4.97919 -0.61582 0.90241 0.3 0.3 0.1 0.517
H -1.80605 -2.36011 2.05068 -0.5 -0.3 -0.4 0.290
H -1.89506 -3.11701 0.41612 -0.2 0.2 0.3 0.276
H -3.39102 -2.85136 1.35407 0.3 0.1 0.0 0.492
H -3.07369 -0.24140 -1.96088 -0.3 -0.6 0.3 0.150
H -4.09547 -1.62024 -1.36349 0.4 0.2 -0.1 0.511
H -2.34494 -1.87038 -1.74435 -0.3 0.2 0.0 0.289
H 3.09729 -1.20368 1.15827 -0.1 0.7 0.1 0.550
H 2.49925 0.27122 2.05087 0.2 -0.2 -0.6 0.292
H 2.56120 0.26198 0.22129 0.1 -0.4 0.7 0.047
H 0.96054 -2.25763 3.19507 -0.2 0.2 0.1 0.488
H -0.68753 -1.54082 3.10906 0.7 0.2 0.1 0.227
H 0.71663 -0.49827 3.49646 -0.1 -0.4 -0.3 0.351
H 1.96693 -3.04120 0.64982 -0.3 0.0 0.0 0.557
H 1.15299 -2.43956 -0.82433 -0.1 0.0 0.3 0.041
H 0.21907 -3.34042 0.41545 0.2 0.0 -0.1 0.484
H 2.38664 -3.24810 -6.61112 0.0 0.2 0.3 0.425
H 2.71154 -1.49861 -6.36283 0.0 -0.1 0.0 0.392
H 1.04102 -2.09376 -6.56374 0.1 0.0 0.0 0.437
H 1.22456 -4.84497 -4.37781 0.1 0.2 0.0 0.415
H -0.18651 -3.76829 -4.48864 0.2 0.0 0.1 0.404
H 0.62835 -4.00086 -2.91858 0.1 -0.1 -0.2 0.309
H 4.03801 -3.38475 -4.02298 0.1 0.1 0.2 0.437
H 3.27876 -2.90871 -2.45871 0.0 -0.1 -0.2 0.339
H 3.92028 -1.65475 -3.52512 0.0 -0.4 -0.3 0.326
C 1.69121 0.95359 -2.48208 -0.3 -0.1 0.5 0.163
C 3.07856 1.04036 -2.29240 0.2 0.4 -0.5 -0.480
C 3.57028 2.15104 -1.62251 0.6 -0.9 0.2 -0.573
C 2.69111 3.11268 -1.09844 0.0 -0.1 0.0 -0.367
C 1.33821 2.76960 -0.97030 0.0 -0.3 0.6 -0.599
C 0.90084 1.53164 -1.43231 -0.6 1.6 -1.8 0.366
S 1.14424 0.52219 -4.10313 -0.6 0.5 1.4 -0.004
H 1.42788 -0.92795 -3.84533 0.0 -0.9 -0.6 -0.328
H 3.67110 0.35313 -2.88790 0.5 0.5 0.1 0.388
H 4.64349 2.22416 -1.48225 0.0 0.4 -0.3 0.531
H 3.06988 4.06428 -0.71286 -0.1 -0.4 -0.1 0.502
H 0.68987 3.44117 -0.40924 0.0 -0.3 -0.2 1.016
H -0.12686 1.13490 -1.28649 0.4 0.6 -0.9 0.208
C -2.04864 3.35463 2.07790 0.0 0.0 -0.6 -1.235
P -0.80783 2.02489 2.27991 -0.8 0.5 2.5 0.798
C 0.84096 2.74635 2.29534 1.0 0.3 -0.5 -1.299
C -1.09326 1.45349 4.01691 -0.5 -0.4 -0.2 0.381
C -2.26552 0.72293 4.32926 0.4 0.0 0.0 -0.597
C -2.48733 0.20604 5.61512 -0.3 0.3 -0.8 -0.476
C -1.56365 0.44704 6.63392 -0.1 -0.2 -0.4 -0.667
C -0.41569 1.18272 6.33069 -0.1 0.1 0.2 -0.639
C -0.19128 1.70908 5.05649 0.3 -0.3 -0.1 -0.301
H -1.94253 3.75730 1.06430 -0.2 0.1 0.1 0.448
H -1.92091 4.17428 2.80015 0.2 -0.4 0.0 0.474
H -3.06047 2.94285 2.19838 0.3 0.1 0.0 0.372
H 0.83493 3.83107 2.48504 -0.1 -0.3 0.1 0.487
H 1.48861 2.26046 3.04172 -0.3 0.1 -0.3 0.343
H 1.31245 2.59127 1.30753 -0.1 0.1 0.8 0.108
H -2.99618 0.54917 3.54003 0.2 0.1 0.4 0.242
H -3.39859 -0.38202 5.76675 0.4 0.3 0.2 0.442
H -1.74921 0.03593 7.63255 0.2 0.3 -0.4 0.436
H 0.32078 1.33584 7.11093 0.0 0.2 -0.1 0.448
H 0.70602 2.29806 4.88109 -0.1 -0.1 0.2 0.459